Entry 1:
# C9H19F3HgN2O8S

A molecular structure, C9H19F3HgN2O8S in a non-equilibrium geometry (wB97M-V/def2-TZVPD, the Open Molecules 2025 dataset).

Values from the calculation:
Multiplicity ... 1
Calculated total energy ... -1916.69314 a.u.
Gap between HOMO and LUMO ... 3.64 eV
E_LUMO ... 2.346 eV
Charge ... -2
Relative energy (zero: lowest compared OMol25 entry of this formula, charge and spin) ... 5.3457 eV

Structure (XYZ):
```
43
C9H19F3HgN2O8S, DFT wB97M-V/def2-TZVPD
Hg 4.16925 -2.97259 30.65346
O 2.07923 -4.26489 32.96075
H 2.08827 -3.79945 33.81971
O 2.67903 -4.75937 28.02708
C 3.53528 -4.95636 26.87829
C 4.63885 -3.86994 26.42455
O 5.15558 -3.00737 27.39114
H 2.87552 -5.26763 26.06839
H 4.07972 -5.88130 27.06848
H 4.21451 -3.26333 25.62451
H 5.54476 -4.39403 26.12000
C 0.26976 1.73071 28.24129
F 0.12609 3.02530 27.87190
F -0.89437 1.27777 28.71978
F 0.66002 0.98887 27.22189
S 1.63311 1.61021 29.70412
O 2.82086 2.23613 29.11346
O 1.11386 2.35283 30.82855
O 1.83997 0.18082 29.92817
C 6.05721 0.72074 33.20199
O 5.94463 -0.25300 32.52698
N 5.46883 0.85061 34.41017
C 5.61118 2.02899 35.27018
C 4.31225 -0.02774 34.76134
H 6.69636 1.58618 32.96814
H 4.67494 2.48892 35.58642
H 6.20584 2.82983 34.83072
H 6.05500 1.65911 36.19447
H 4.29493 -0.12836 35.84655
H 3.41535 0.45431 34.37236
H 4.28176 -1.02877 34.33110
C 7.18788 -6.92085 32.39736
O 6.56761 -5.97562 31.91335
N 6.88914 -8.23568 32.14762
C 7.79650 -9.31146 32.54960
C 5.66118 -8.64369 31.45539
H 8.08973 -6.81380 33.01977
H 8.26457 -9.80824 31.69978
H 7.30096 -10.14748 33.04316
H 8.63109 -8.96805 33.16085
H 5.03546 -9.33322 32.02208
H 5.08446 -7.77322 31.14273
H 5.95322 -9.01528 30.47319
```

Entry 2:
# C42H105N9O3

9 unconnected molecules or ions with the total composition C42H105N9O3 in a non-equilibrium geometry (wB97M-V/def2-TZVPD, the Open Molecules 2025 dataset).

Values from the calculation:
Multiplicity ... 1
Calculated total energy ... -2381.69328 a.u.
Gap between HOMO and LUMO ... 8.33 eV
SMILES string ... CCN(CC)CC.CCN(CC)CC.CCN(CC)CC.CCN(CC)CC.CCN(CC)CC.CCN(CC)CC.CC(N)=O.CC(N)=O.CC(N)=O
E_LUMO ... 0.542 eV

Structure (XYZ):
```
159
C42H105N9O3, DFT wB97M-V/def2-TZVPD
C -0.74865 0.36082 2.10653
C 0.07126 -0.33893 1.04176
N 0.02375 0.26269 -0.27702
C 0.63030 -0.53059 -1.31884
C 2.16769 -0.55671 -1.33593
C -1.24600 0.82627 -0.72443
C -2.36613 -0.19119 -0.91550
H -1.80274 0.08545 2.10240
H -0.59450 1.42759 1.91050
H -0.34679 0.11333 3.08795
H 1.11176 -0.34744 1.37215
H -0.27413 -1.38584 0.99406
H 0.29186 -0.20152 -2.30558
H 0.21371 -1.55448 -1.32162
H 2.66008 0.40756 -1.23876
H 2.43054 -1.06505 -2.26461
H 2.47280 -1.21921 -0.52226
H -1.57282 1.54623 0.03112
H -1.11593 1.41099 -1.63664
H -2.63140 -0.72785 -0.00219
H -3.27355 0.35568 -1.19933
H -2.19789 -0.93067 -1.70019
C -4.26957 -0.54233 -4.35696
C -3.48783 -1.83671 -4.51179
N -4.13812 -2.97559 -3.83031
C -3.13477 -4.00324 -3.54781
C -2.68063 -4.81775 -4.77740
C -5.37159 -3.48772 -4.42330
C -6.11357 -4.33422 -3.39121
H -4.54071 -0.32521 -3.32002
H -5.21801 -0.60825 -4.89025
H -3.61273 0.28296 -4.63800
H -3.44070 -2.12329 -5.57258
H -2.46428 -1.64570 -4.19083
H -2.23156 -3.49987 -3.19809
H -3.39785 -4.65866 -2.71674
H -3.22035 -5.76480 -4.87946
H -2.78578 -4.26863 -5.71172
H -1.64462 -5.15703 -4.70208
H -5.14173 -4.14223 -5.27593
H -5.99716 -2.64606 -4.71417
H -5.53547 -5.19654 -3.07053
H -6.99048 -4.72635 -3.91845
H -6.43514 -3.72964 -2.54688
C 2.32468 6.44898 -1.93149
C 3.57171 5.61713 -1.68137
N 3.45470 4.25493 -2.15655
C 4.65090 3.44066 -1.92048
C 5.86700 3.94552 -2.66662
C 2.22296 3.54291 -1.86019
C 2.04119 3.29595 -0.34167
H 1.96257 6.27275 -2.94424
H 2.43468 7.50512 -1.69136
H 1.51359 6.13843 -1.26224
H 4.39635 6.04568 -2.25461
H 3.91700 5.74603 -0.64104
H 4.88202 3.42141 -0.84307
H 4.47538 2.39179 -2.17221
H 6.11678 4.95315 -2.33557
H 6.73575 3.30159 -2.53662
H 5.64960 4.05043 -3.73259
H 2.25957 2.56118 -2.33556
H 1.31595 4.01167 -2.24854
H 1.35568 2.47253 -0.12861
H 1.79680 4.14950 0.29049
H 3.01155 2.91523 -0.01166
C -5.35116 5.24425 3.40412
C -4.36193 4.79262 2.32180
N -2.96875 5.14330 2.61165
C -2.74380 6.59071 2.47512
C -1.34290 7.00228 2.93445
C -1.99610 4.31407 1.91409
C -2.07078 4.38147 0.36373
H -6.39355 5.10052 3.11650
H -5.28410 6.30909 3.64868
H -5.19878 4.79339 4.38789
H -4.38238 3.70547 2.40658
H -4.67058 5.28041 1.38912
H -2.93327 6.98841 1.46850
H -3.47466 6.96972 3.18401
H -0.57455 6.80635 2.18553
H -1.27856 8.06612 3.16412
H -1.11185 6.44171 3.84133
H -2.11254 3.26318 2.19139
H -1.01348 4.61944 2.27263
H -3.10289 4.19047 0.07572
H -1.32846 3.70327 -0.04929
H -1.84275 5.40231 0.04711
C -1.27276 -1.99827 5.34390
C -0.78883 -3.13032 6.26067
N 0.55612 -3.57080 5.87061
C 1.54053 -2.56224 6.22298
C 2.88831 -2.75001 5.49492
C 0.84057 -4.84343 6.52139
C 0.34834 -6.09269 5.80307
H -2.35577 -1.89872 5.25049
H -0.85753 -2.07156 4.33653
H -0.97159 -1.00507 5.69144
H -0.74483 -2.65786 7.25364
H -1.53800 -3.91735 6.25934
H 1.74364 -2.60117 7.30704
H 1.16901 -1.56877 5.98731
H 3.53664 -1.91166 5.74414
H 2.63517 -2.60657 4.43946
H 3.32518 -3.73346 5.63026
H 1.91658 -4.96912 6.67440
H 0.51431 -4.79947 7.57389
H -0.10827 -5.89744 4.83078
H 1.18615 -6.75299 5.56555
H -0.35555 -6.71388 6.35863
C 5.14556 -1.11742 1.18886
C 6.60593 -1.06440 0.84607
N 6.80696 -1.31736 -0.58568
C 6.53538 -0.12195 -1.38864
C 7.17433 -0.08524 -2.77293
C 8.13566 -1.91838 -0.79392
C 8.10737 -3.38532 -0.36123
H 4.80281 -2.12758 1.41925
H 4.61603 -0.62881 0.37640
H 4.87793 -0.58708 2.11000
H 7.08784 -0.10778 1.13862
H 7.30445 -1.66227 1.43954
H 5.44406 -0.04778 -1.45490
H 6.77587 0.81376 -0.85604
H 6.64235 0.63963 -3.38735
H 8.23816 0.13016 -2.68845
H 7.08506 -1.04720 -3.28099
H 9.00373 -1.43249 -0.32415
H 8.39271 -1.90778 -1.85201
H 7.62270 -3.99097 -1.12812
H 7.53508 -3.51354 0.55786
H 9.08620 -3.82641 -0.16619
C -0.25809 1.42804 -5.53085
C 0.05935 -0.04230 -5.70771
N -0.17818 -0.55424 -6.93094
O 0.52530 -0.72701 -4.80516
H 0.05160 2.01650 -6.39724
H 0.21573 1.79590 -4.62776
H -1.34199 1.55969 -5.49798
H 0.08381 -1.47731 -7.22129
H -0.28453 0.15268 -7.64249
C -3.33658 -3.43932 0.11557
C -3.88691 -4.81913 0.47845
N -2.91866 -5.77624 0.51166
O -5.03657 -5.06670 0.78184
H -4.12104 -2.83713 -0.34182
H -2.46408 -3.57700 -0.51323
H -3.17320 -2.91468 1.06188
H -3.22328 -6.70131 0.76630
H -1.95648 -5.52004 0.63064
C -4.98032 1.04102 2.12207
C -4.92899 -0.47642 2.08118
N -5.88775 -1.06993 1.33905
O -4.03561 -1.11621 2.62334
H -5.90562 1.28441 2.65193
H -5.00024 1.25273 1.05269
H -4.17128 1.44651 2.71630
H -5.88730 -2.07098 1.22823
H -6.66191 -0.56387 0.95087
```

Entry 3:
# C6H5Cl3O

A single C6H5Cl3O molecule in a non-equilibrium geometry (wB97M-V/def2-TZVPD, the Open Molecules 2025 dataset).

Values from the calculation:
Multiplicity ... 1
Calculated total energy ... -1687.32211 a.u.
Gap between HOMO and LUMO ... 9.23 eV
SMILES string ... OC(Cl)(Cl)C1(Cl)C=CC=C1
E_LUMO ... -0.063 eV
Relative energy (zero: lowest compared OMol25 entry of this formula, charge and spin) ... 3.3540 eV

Structure (XYZ):
```
15
C6H5Cl3O, DFT wB97M-V/def2-TZVPD
O -2.47528 -0.46116 1.35706
C -1.95616 0.10416 0.24701
Cl -2.36890 1.85388 0.44681
Cl -2.74664 -0.42408 -1.15381
C -0.17041 -0.21852 0.17377
Cl -0.24901 -1.99142 0.01830
C 1.31039 -0.04209 1.01080
C 2.27948 0.29989 0.21546
C 1.66534 0.52642 -1.18183
C 0.30888 0.33665 -1.12633
H -1.88552 -1.20031 1.46661
H 1.17870 -0.20141 2.05957
H 3.29230 0.01341 0.39149
H 2.25028 0.90698 -2.02065
H -0.43346 0.49761 -1.90425
```